Entry 1:
The following is a quantum chemistry calculation of an isolated molecule of CH4ClP, from OMol25.

Atoms and positions in Å:
Cl (-2.454, -0.447, -0.150)
P (0.403, -1.181, 0.145)
C (-0.863, 0.167, 0.343)
H (0.261, -1.290, -1.236)
H (1.477, -0.297, 0.028)
H (-0.620, 1.156, -0.289)
H (-0.931, 0.475, 1.387)

Charge ... 0
E_LUMO ... 0.90 eV
Structure (SMILES) ... PCCl
HOMO energy ... -9.878 eV
Gap between HOMO and LUMO ... 10.78 eV
Total energy ... -842.0105 a.u.
Relative energy (zero: lowest compared OMol25 entry of this formula, charge and spin) ... 38.9 kJ/mol


Entry 2:
The following is a quantum chemistry calculation of a cluster of 2 separate species, C2H8IN2 in total, from OMol25.

Atoms and positions in Å:
I (-0.206, -1.831, -1.556)
N (2.609, 0.440, 0.036)
N (-2.444, 0.299, -0.464)
C (-0.411, -0.781, 0.347)
C (-1.570, 0.115, 0.431)
H (-2.568, -0.533, -1.150)
H (-3.070, 1.097, -0.633)
H (-1.520, 0.913, 1.181)
H (3.156, 0.289, 0.883)
H (-0.185, -1.505, 1.246)
H (2.745, 1.523, -0.133)
H (0.409, -0.085, 0.523)
H (3.054, 0.059, -0.711)

Charge ... +1
E_LUMO ... -4.77 eV
HOMO energy ... -13.790 eV
Gap between HOMO and LUMO ... 9.02 eV
Total energy ... -487.9174 a.u.
Relative energy (zero: lowest compared OMol25 entry of this formula, charge and spin) ... 119.4 kJ/mol


Entry 3:
The following is a quantum chemistry calculation of an isolated molecule of C4H6O, from OMol25.

Atoms and positions in Å:
O (-1.845, 0.531, -1.794)
C (0.638, -0.949, 0.210)
C (-0.876, 0.558, -1.081)
C (-0.656, -0.152, 0.227)
C (0.607, 0.407, 0.830)
H (0.051, 1.182, -1.302)
H (-1.524, -0.492, 0.794)
H (0.738, -1.848, 0.817)
H (0.995, 1.193, 0.180)
H (0.762, 0.607, 1.884)
H (1.109, -1.037, -0.765)

Charge ... 0
E_LUMO ... 1.10 eV
Structure (SMILES) ... O=CC1CC1
HOMO energy ... -9.887 eV
Gap between HOMO and LUMO ... 10.99 eV
Total energy ... -231.1999 a.u.
Relative energy (zero: lowest compared OMol25 entry of this formula, charge and spin) ... 62.4 kJ/mol


Entry 4:
The following is a quantum chemistry calculation of a structure of composition C44H52BrN4OS4TaTe, from OMol25.

Atoms and positions in Å:
Ta (-0.939, -0.545, -0.287)
Te (2.506, 2.756, -0.468)
Br (-0.074, 4.756, 5.460)
S (-3.303, -0.254, -0.554)
S (-2.985, 4.037, -0.889)
S (-5.157, 2.053, -1.175)
S (-0.948, 1.919, -0.244)
O (-5.483, 4.656, -1.471)
N (1.369, -0.923, 0.423)
N (-1.207, -2.569, -0.624)
N (-1.021, -1.386, 1.657)
N (2.566, -0.862, -0.357)
C (1.807, 3.426, 1.408)
C (1.310, -2.409, 3.191)
C (5.448, 3.093, 0.477)
C (0.804, -0.608, 4.819)
C (0.205, -0.877, -5.646)
C (7.024, 4.739, -0.368)
C (-2.583, 2.354, -0.653)
C (0.464, -1.230, 3.619)
C (4.765, 4.648, -1.260)
C (0.707, 4.233, 3.816)
C (-4.709, 3.774, -1.229)
C (-1.932, -4.792, 0.389)
C (-0.039, -3.757, -2.389)
C (2.385, -1.511, -4.573)
C (8.396, 5.355, -0.345)
C (0.579, -0.505, -3.266)
C (1.786, 0.913, -4.857)
C (-2.380, -4.061, -3.843)
C (-3.796, -3.142, -2.014)
C (-0.022, -4.377, -3.629)
C (0.045, 0.429, 5.327)
C (-1.432, -2.712, 1.690)
C (0.499, 5.003, 2.684)
C (-1.186, -4.503, -4.377)
C (1.458, 3.073, 3.770)
C (-3.565, 1.458, -0.781)
C (-2.438, -3.452, -2.589)
C (-1.247, -3.241, -1.900)
C (-1.518, -3.350, 0.490)
C (6.041, 5.201, -1.231)
C (1.055, 4.595, 1.480)
C (1.238, -0.492, -4.578)
C (5.221, 1.959, 1.442)
C (-1.085, 0.843, 4.642)
C (0.033, -0.527, -2.181)
C (-1.462, 0.249, 3.445)
C (-2.757, 0.655, 2.803)
C (1.997, 2.667, 2.557)
C (1.219, -3.677, -1.571)
C (3.763, 5.223, -2.230)
C (6.708, 3.684, 0.475)
C (4.466, 3.586, -0.392)
C (-1.945, -3.356, 2.947)
C (-0.660, -0.776, 2.908)
H (2.533, 1.191, -4.112)
H (2.557, 0.020, -0.855)
H (-0.618, -0.161, -5.662)
H (1.669, -0.967, 5.365)
H (-2.999, -4.924, 0.591)
H (-2.902, -3.841, 2.753)
H (8.615, 5.778, 0.638)
H (-1.734, -5.198, -0.601)
H (3.117, -1.269, -3.801)
H (-3.306, -4.211, -4.387)
H (-0.099, 5.903, 2.736)
H (-0.205, -1.867, -5.442)
H (4.408, 1.312, 1.115)
H (2.255, 0.940, -5.843)
H (8.484, 6.152, -1.082)
H (-3.768, -3.011, -0.935)
H (7.465, 3.300, 1.151)
H (1.194, -1.906, 0.608)
H (2.003, -2.514, -4.380)
H (-4.476, -3.965, -2.239)
H (1.606, 2.480, 4.661)
H (0.319, 0.901, 6.263)
H (2.311, -2.093, 2.886)
H (0.679, -0.886, -6.631)
H (2.009, -4.270, -2.031)
H (-2.596, 1.177, 1.861)
H (0.913, -4.774, -4.006)
H (-2.088, -2.621, 3.737)
H (-1.388, -5.399, 1.115)
H (6.126, 1.360, 1.544)
H (0.879, 5.181, 0.588)
H (4.963, 2.342, 2.432)
H (2.887, -1.509, -5.543)
H (3.435, 4.479, -2.957)
H (1.577, -2.649, -1.489)
H (3.369, -0.857, 0.263)
H (-3.308, 1.322, 3.465)
H (-3.377, -0.216, 2.585)
H (1.471, -0.477, 1.335)
H (-1.163, -4.976, -5.350)
H (9.163, 4.609, -0.558)
H (-1.701, 1.637, 5.049)
H (2.558, 1.742, 2.520)
H (-1.263, -4.121, 3.331)
H (6.270, 6.021, -1.903)
H (1.053, -4.068, -0.562)
H (2.870, 5.578, -1.716)
H (0.985, 1.653, -4.829)
H (-4.215, -2.233, -2.444)
H (1.440, -3.088, 4.034)
H (4.203, 6.058, -2.774)
H (0.867, -2.982, 2.379)

Charge ... 0
E_LUMO ... -0.60 eV
HOMO energy ... -7.161 eV
Gap between HOMO and LUMO ... 6.56 eV
Total energy ... -6493.9526 a.u.
Relative energy (zero: lowest compared OMol25 entry of this formula, charge and spin) ... 0.0 kJ/mol


Entry 5:
The following is a quantum chemistry calculation of a cluster of 4 separate species, C4H14O4 in total, from OMol25.

Atoms and positions in Å:
O (-2.103, -0.291, -1.045)
O (0.699, -0.697, 1.999)
O (2.839, -2.087, -0.181)
O (0.667, -2.905, -1.351)
C (-0.703, 1.157, 1.433)
C (-0.350, -0.127, 2.130)
C (-0.633, 2.302, -0.779)
C (0.237, 1.609, 0.340)
H (1.072, 2.264, 0.590)
H (-2.524, -0.701, -1.805)
H (-1.687, 2.278, -0.545)
H (-1.205, -0.627, -1.115)
H (1.570, -2.612, -1.613)
H (-0.215, 3.317, -0.878)
H (2.439, -1.464, 0.453)
H (-0.786, 1.957, 2.172)
H (2.625, -2.969, 0.102)
H (-1.739, 1.030, 1.100)
H (0.585, -3.679, -1.952)
H (-1.183, -0.450, 2.796)
H (-0.421, 1.920, -1.775)
H (0.816, 0.775, -0.074)

Charge ... 0
E_LUMO ... 0.63 eV
Structure (SMILES) ... CCCC=O.O.O.O
HOMO energy ... -9.883 eV
Gap between HOMO and LUMO ... 10.51 eV
Total energy ... -461.7308 a.u.
Relative energy (zero: lowest compared OMol25 entry of this formula, charge and spin) ... 66.9 kJ/mol


Entry 6:
The following is a quantum chemistry calculation of a structure of composition C85H188AsF6N5P2, from OMol25.

Atoms and positions in Å:
As (0.218, -1.704, 0.691)
P (-6.066, 7.456, 2.218)
P (5.721, -0.447, -4.156)
F (-0.327, -0.065, 0.580)
F (1.045, -3.295, 0.802)
F (1.558, -1.273, -0.430)
F (-0.957, -2.155, 1.886)
F (-0.771, -2.292, -0.522)
F (1.251, -1.117, 2.069)
N (-5.302, -3.123, 4.822)
N (2.705, -2.281, 5.069)
N (-2.594, -1.793, -6.506)
N (3.500, 5.982, 2.571)
N (1.726, -7.804, -0.469)
C (-5.328, -2.875, 0.978)
C (-4.150, 2.658, 1.809)
C (3.840, -7.200, -1.757)
C (-7.480, 6.668, 6.156)
C (0.145, -6.388, 0.747)
C (9.049, 3.042, -3.041)
C (-4.632, 4.006, 1.253)
C (4.697, -0.859, 4.313)
C (-7.383, -3.150, 6.057)
C (7.482, -2.509, -4.759)
C (-6.099, -2.324, 5.895)
C (5.602, -1.383, 5.377)
C (0.853, -7.929, -1.739)
C (4.512, 0.485, -5.057)
C (0.955, -9.231, -2.520)
C (9.187, -2.248, -6.652)
C (-5.971, -2.985, 3.412)
C (8.270, -3.160, -5.882)
C (3.171, -8.083, -0.723)
C (-3.875, -2.549, 4.838)
C (7.537, 3.166, -3.059)
C (-2.629, -0.644, -4.156)
C (-4.629, -3.665, -0.161)
C (-3.886, -1.170, -7.102)
C (5.730, -2.255, -1.936)
C (6.707, 0.781, -3.273)
C (0.081, -9.230, -3.752)
C (-6.985, -4.602, 5.647)
C (5.707, -6.872, -3.345)
C (4.153, 5.742, 0.038)
C (1.257, -8.588, 0.729)
C (-7.257, 8.992, 0.161)
C (5.170, -7.738, -2.226)
C (-0.038, -7.885, 1.151)
C (1.091, -4.174, 5.667)
C (-2.737, -3.131, -5.843)
C (3.564, 7.481, 2.596)
C (0.285, 3.877, 1.817)
C (-6.460, 5.790, 1.546)
C (-5.522, -4.529, 5.204)
C (-3.818, 7.556, 0.422)
C (-8.648, 9.946, -1.781)
C (5.090, -3.513, 0.393)
C (1.513, -6.328, -0.012)
C (0.073, 4.208, 0.316)
C (-2.365, 7.951, 0.261)
C (1.288, 2.530, -4.045)
C (0.099, -5.065, 4.977)
C (-3.769, -1.525, -8.580)
C (4.939, -1.623, -3.055)
C (4.115, 5.588, 3.916)
C (-1.998, 0.445, -3.284)
C (-3.632, -1.184, 4.238)
C (1.853, -3.394, 4.583)
C (1.875, -1.114, 5.522)
C (6.715, -1.320, -5.267)
C (4.741, -1.863, 6.580)
C (-3.471, -4.242, -6.625)
C (-1.887, -0.911, -5.496)
C (-2.251, -1.255, -8.894)
C (3.639, -1.867, 3.921)
C (5.272, 5.009, -0.785)
C (-4.218, -5.362, -4.452)
C (3.641, -2.791, 6.162)
C (4.942, 7.820, 3.203)
C (-1.718, 7.431, -0.992)
C (-6.730, 5.358, 6.354)
C (2.403, 1.970, -4.893)
C (-4.342, 7.838, 1.835)
C (1.747, 4.074, 2.287)
C (-2.145, -0.716, 4.438)
C (6.814, 2.151, -3.902)
C (-7.611, 7.161, 4.690)
C (2.071, 5.534, 2.388)
C (-5.749, 4.523, 2.121)
C (4.476, 5.394, 1.476)
C (-3.572, -5.588, -5.835)
C (-7.251, 8.705, 1.661)
C (-1.573, -1.924, -7.707)
C (-8.488, 9.795, -0.261)
C (5.316, 6.600, 4.071)
C (3.451, 1.141, -4.160)
C (-5.149, -3.683, 2.302)
C (-6.215, 7.499, 4.046)
C (4.671, -2.551, -0.805)
H (5.405, -2.443, 7.244)
H (-4.461, -0.956, -9.227)
H (-2.137, -0.184, -8.975)
H (2.994, -1.519, 3.141)
H (-6.421, 5.773, 0.444)
H (-6.950, -3.543, 3.486)
H (-3.489, -4.829, -3.883)
H (2.309, 3.449, 1.611)
H (-8.408, 8.988, -2.268)
H (-4.879, -1.890, 1.049)
H (-1.952, -1.698, -9.849)
H (-3.216, -3.048, -4.822)
H (4.378, -0.981, 7.086)
H (-1.736, 0.047, -5.950)
H (-5.193, -4.534, -0.493)
H (-3.645, -0.277, -4.395)
H (9.376, 2.859, -4.089)
H (1.966, -8.482, 1.506)
H (-7.789, -3.144, 7.054)
H (7.321, 2.097, -4.873)
H (6.098, -1.665, -6.092)
H (-2.155, 7.837, -1.897)
H (-6.559, 3.769, 2.213)
H (4.405, 4.301, 1.627)
H (1.666, 6.121, 1.556)
H (-3.912, -2.566, -8.727)
H (-7.050, 7.425, 6.817)
H (7.501, -3.643, -6.544)
H (3.472, 5.864, 4.746)
H (-6.394, -2.800, 0.805)
H (-3.856, -1.149, 3.175)
H (-9.277, 9.292, 0.270)
H (4.531, -1.549, -0.337)
H (6.245, 6.145, 3.745)
H (-0.909, -8.295, 0.604)
H (-4.752, -4.730, 5.920)
H (6.570, -7.287, -3.848)
H (-5.516, -2.411, 6.780)
H (-8.232, 8.285, 2.005)
H (-8.181, -2.797, 5.389)
H (-2.017, 0.096, 3.712)
H (-0.179, -7.849, -1.423)
H (2.558, -4.071, 4.017)
H (-3.245, -3.234, 4.261)
H (1.145, -2.913, 3.825)
H (9.288, 2.069, -2.548)
H (6.168, -3.193, -2.210)
H (8.141, -2.205, -3.931)
H (5.118, 1.219, -5.608)
H (1.141, -7.098, -2.393)
H (-6.549, 5.280, 7.407)
H (1.638, 2.873, -3.071)
H (1.793, -4.765, 6.286)
H (4.632, -2.390, -3.749)
H (4.940, -8.710, -2.707)
H (3.301, -9.130, -1.064)
H (5.788, 2.520, -4.098)
H (-1.522, -3.001, -7.779)
H (2.944, 2.820, -5.395)
H (4.138, 6.824, -0.139)
H (-4.300, -6.337, -3.949)
H (-4.731, -1.583, -6.581)
H (-0.598, -4.445, 4.362)
H (0.438, -10.132, -4.274)
H (3.935, 1.735, -3.397)
H (5.256, 3.929, -0.595)
H (2.563, -0.275, 5.615)
H (-1.695, 6.326, -1.061)
H (-8.247, 6.416, 4.154)
H (1.533, 5.981, 3.230)
H (0.706, 3.647, -0.336)
H (9.786, -2.765, -7.392)
H (1.894, 3.534, 3.226)
H (-7.224, 8.005, -0.381)
H (0.674, -10.128, -1.903)
H (9.935, -1.773, -5.980)
H (-7.540, 5.641, 1.685)
H (-5.386, -5.106, 4.333)
H (-1.706, -3.401, -5.664)
H (5.914, -5.862, -2.997)
H (6.535, -1.612, -1.509)
H (-4.978, 3.799, 0.237)
H (-8.178, 8.129, 4.802)
H (5.887, -7.824, -1.379)
H (0.738, 3.282, -4.586)
H (4.388, -3.521, 1.243)
H (4.188, -1.025, -2.560)
H (-4.087, -3.726, 2.512)
H (-5.362, 4.754, 3.091)
H (-5.352, 6.959, 4.420)
H (-0.659, 7.733, -1.053)
H (4.403, 4.559, 3.895)
H (4.998, -4.564, 0.141)
H (0.170, -5.691, 1.581)
H (5.286, -0.574, 3.430)
H (-0.628, -6.041, 0.118)
H (-0.951, -1.425, -5.344)
H (3.465, 7.847, 1.581)
H (-2.608, 0.561, -2.425)
H (7.707, 0.404, -3.061)
H (7.136, 3.107, -2.073)
H (-5.755, 5.372, 5.854)
H (-7.655, -4.966, 4.888)
H (0.551, 1.724, -3.741)
H (-2.323, 9.055, 0.243)
H (8.711, -1.379, -7.180)
H (0.522, -3.581, 6.332)
H (-9.660, 10.244, -2.078)
H (-0.281, -7.917, 2.224)
H (0.117, -8.338, -4.401)
H (4.024, -0.134, -5.821)
H (-0.015, 2.815, 2.008)
H (-3.606, -3.927, 0.002)
H (6.842, -3.360, -4.369)
H (5.447, 5.721, 1.837)
H (1.083, -9.593, 0.388)
H (-2.100, -0.291, 5.429)
H (1.523, -1.376, 6.522)
H (-8.448, 10.697, 0.336)
H (2.987, -2.935, 7.028)
H (4.116, -2.809, 3.708)
H (-0.979, -9.420, -3.542)
H (3.973, -6.220, -1.316)
H (2.287, -6.103, 0.676)
H (-4.273, -0.418, 4.696)
H (-6.142, -1.910, 3.210)
H (5.519, 6.816, 5.108)
H (2.716, 7.821, 3.225)
H (5.162, 5.219, -1.844)
H (-1.004, 0.209, -2.909)
H (-2.919, -4.442, -7.582)
H (2.931, 0.393, -3.575)
H (-6.357, 9.522, -0.165)
H (-0.618, -1.465, -7.434)
H (1.046, -0.967, 4.816)
H (6.210, -2.192, 4.980)
H (5.736, 7.931, 2.448)
H (-3.804, 2.773, 2.830)
H (4.983, -6.825, -4.144)
H (2.129, 1.451, -5.861)
H (-5.527, -4.709, 2.146)
H (6.293, 5.223, -0.450)
H (-3.746, 4.733, 1.203)
H (4.823, 8.707, 3.818)
H (7.294, 4.137, -3.418)
H (9.646, 3.847, -2.583)
H (-7.008, -5.292, 6.492)
H (-4.396, 8.138, -0.333)
H (-7.070, 9.659, 2.197)
H (8.925, -3.915, -5.415)
H (-2.538, -5.838, -5.603)
H (-3.275, 2.267, 1.267)
H (0.370, 5.226, 0.096)
H (7.400, -0.576, -5.661)
H (-1.848, 7.633, 1.203)
H (-3.922, 6.512, 0.207)
H (-4.453, -3.828, -6.880)
H (1.982, -9.473, -2.781)
H (-4.652, -2.971, -1.013)
H (-5.199, -4.880, -4.456)
H (-6.244, -1.286, 5.558)
H (-1.999, 1.374, -3.832)
H (0.606, -5.772, 4.289)
H (-0.360, 4.489, 2.476)
H (-0.493, -5.639, 5.681)
H (3.203, -7.053, -2.617)
H (4.015, -3.762, 5.821)
H (-7.267, 4.433, 5.962)
H (3.701, -7.954, 0.233)
H (6.278, -0.596, 5.756)
H (-4.065, -6.289, -6.513)
H (-4.903, 1.863, 1.725)
H (-3.755, 7.342, 2.664)
H (6.281, 0.968, -2.294)
H (3.168, 5.342, -0.267)
H (-3.842, -0.071, -6.904)
H (4.265, 0.108, 4.615)
H (-8.557, 6.729, 6.425)
H (1.598, -5.658, -0.885)
H (-7.894, 10.611, -2.129)
H (-4.201, 8.887, 2.134)
H (-6.015, 8.568, 4.174)
H (-1.330, -1.472, 4.322)
H (3.737, -2.867, -1.313)
H (-2.707, -1.587, -3.621)
H (6.063, -3.227, 0.830)
H (-3.607, -2.645, 5.905)
H (-0.982, 4.031, 0.033)

Charge ... +6
E_LUMO ... -9.21 eV
HOMO energy ... -19.155 eV
Gap between HOMO and LUMO ... 9.95 eV
Total energy ... -7141.0138 a.u.


Entry 7:
The following is a quantum chemistry calculation of a cluster of 3 separate species, C5H15N in total, from OMol25.

Atoms and positions in Å:
N (-0.218, -1.910, 1.637)
C (1.202, -0.302, -1.508)
C (0.190, -0.531, 1.566)
C (1.911, -0.287, -0.287)
C (-1.400, 0.405, -0.514)
C (-1.234, 1.908, -0.392)
H (-0.533, 2.285, -1.142)
H (-2.099, 0.006, 0.227)
H (-2.178, 2.446, -0.530)
H (-1.811, 0.121, -1.484)
H (2.295, -1.198, 0.148)
H (-0.210, -0.067, 0.439)
H (-0.515, 0.096, 2.124)
H (1.160, -0.408, 2.035)
H (2.295, 0.638, 0.122)
H (0.483, -2.533, 1.256)
H (1.359, 0.554, -2.164)
H (-0.836, 2.184, 0.588)
H (-1.082, -2.070, 1.131)
H (0.002, -0.100, -1.191)
H (1.219, -1.238, -2.062)

Charge ... 0
E_LUMO (alpha / beta) ... 0.37 / 0.37 eV
HOMO energy (alpha / beta) ... -7.470 / -7.470 eV
Gap between HOMO and LUMO (alpha / beta) ... 7.84 / 7.84 eV
Total energy ... -254.0474 a.u.
Relative energy (zero: lowest compared OMol25 entry of this formula, charge and spin) ... 511.3 kJ/mol